106
Properties=species:S:1:pos:R:3:lowdin_charge:R:1 method="wB97M-V/def2-TZVPD" orbital_gap_ha=0.232 e_above_lowest_kj_mol=32.2 charge=-1 e_homo_ha=-0.18699
Bi 0.210 0.076 -0.256 2.06
O 6.410 1.127 -1.894 0.09
C 5.162 0.799 -1.504 -0.27
C 4.612 -0.452 -1.717 0.02
C 3.336 -0.692 -1.259 -0.28
N 2.552 0.276 -0.762 0.04
C 3.136 1.452 -0.462 -0.16
C 4.426 1.754 -0.810 0.09
C 2.315 2.440 0.353 -0.59
O 2.824 3.486 0.699 0.09
O 1.118 2.037 0.619 -0.29
C 2.826 -2.101 -1.360 -0.56
O 3.315 -2.967 -2.019 0.12
O 1.535 -2.152 -0.883 -0.10
H 6.845 0.349 -2.263 0.12
H 5.171 -1.282 -2.128 0.14
H 4.844 2.709 -0.526 0.14
C -0.543 1.549 -4.918 -0.02
C -1.625 0.742 -4.262 -0.26
N -2.804 0.732 -4.842 0.14
C -3.799 -0.003 -4.309 -0.11
C -3.615 -0.847 -3.248 -0.15
C -4.736 -1.725 -2.733 -0.21
O -6.017 -1.389 -3.236 -0.06
C -2.347 -0.877 -2.626 -0.08
C -2.027 -2.010 -1.759 -0.05
N -0.962 -2.072 -1.072 0.01
C -0.461 -3.285 -0.543 -0.21
C -1.204 -4.366 -0.104 -0.03
C -0.548 -5.496 0.356 -0.08
C 0.841 -5.545 0.360 -0.06
C 1.600 -4.467 -0.074 -0.01
C 0.927 -3.340 -0.498 -0.19
I 4.317 -2.325 1.321 -0.04
C -1.351 0.022 -3.053 -0.30
O -0.189 0.235 -2.462 -0.30
H -0.741 1.593 -5.987 0.08
H 0.441 1.118 -4.736 0.08
H -0.538 2.573 -4.534 0.06
H -4.768 0.113 -4.781 0.11
H -4.814 -1.626 -1.650 0.13
H -4.514 -2.778 -2.944 0.12
H -6.007 -1.480 -4.194 0.08
H -2.671 -2.889 -1.844 0.13
H -2.286 -4.306 -0.087 0.11
H -1.122 -6.332 0.734 0.10
H 1.349 -6.429 0.722 0.11
H 2.679 -4.489 -0.062 0.06
F 1.132 -0.615 5.070 0.16
C 0.500 -1.673 4.583 -0.70
F -0.483 -2.018 5.413 0.14
F 1.342 -2.684 4.458 0.15
S -0.190 -1.306 2.926 0.58
O 0.929 -0.762 2.178 -0.42
O -0.768 -2.530 2.433 -0.26
N -1.251 -0.188 3.305 -0.28
S -2.558 -0.035 2.441 0.58
O -2.270 -0.068 1.012 -0.43
O -3.337 1.050 2.948 -0.27
C -3.643 -1.538 2.722 -0.67
F -3.603 -2.357 1.676 0.13
F -3.286 -2.201 3.812 0.15
F -4.898 -1.120 2.874 0.13
F -3.163 5.270 5.146 0.14
C -3.056 6.012 4.036 -0.58
F -4.260 6.568 3.808 0.13
F -2.213 7.025 4.325 0.14
C -2.575 5.212 2.859 -0.12
C -1.734 4.133 3.057 0.01
C -1.267 3.413 1.966 -0.06
C -1.644 3.764 0.676 -0.32
C -2.495 4.857 0.492 -0.07
C -2.958 5.581 1.575 0.00
P -1.037 2.800 -0.765 1.10
C 0.296 3.845 -1.456 -0.34
C 0.599 5.112 -0.973 -0.04
C 1.708 5.798 -1.449 0.01
C 2.524 5.214 -2.401 -0.12
C 2.245 3.940 -2.879 0.01
C 1.141 3.258 -2.400 -0.09
C 3.760 5.922 -2.876 -0.58
F 4.858 5.507 -2.219 0.15
F 3.680 7.252 -2.703 0.13
F 3.990 5.705 -4.185 0.13
C -2.424 3.036 -1.941 -0.35
C -3.579 2.285 -1.710 -0.06
C -4.667 2.383 -2.562 -0.01
C -4.597 3.224 -3.662 -0.13
C -3.457 3.972 -3.907 0.00
C -2.374 3.881 -3.046 -0.08
C -5.756 3.346 -4.606 -0.59
F -6.649 2.356 -4.450 0.13
F -6.425 4.505 -4.429 0.13
F -5.360 3.327 -5.890 0.14
H -1.448 3.836 4.057 0.13
H -0.586 2.589 2.134 0.09
H -2.809 5.142 -0.505 0.11
H -3.618 6.425 1.425 0.12
H -0.012 5.566 -0.205 0.11
H 1.943 6.781 -1.063 0.13
H 2.900 3.477 -3.607 0.13
H 0.940 2.251 -2.743 0.08
H -3.623 1.618 -0.853 0.11
H -5.555 1.792 -2.384 0.13
H -3.411 4.620 -4.773 0.13
H -1.489 4.474 -3.238 0.11

87
Properties=species:S:1:pos:R:3:mulliken_spin:R:1 method="wB97M-V/def2-TZVPD" spin_multiplicity=2 orbital_gap_ha="0.095 / 0.182" charge=-2 e_homo_ha="0.00096 / -0.08411"
Hg 0.159 0.131 -0.409 -0.02
S -4.920 -2.073 2.359 0.00
C -6.206 -2.478 3.414 0.00
C -5.765 -2.736 4.674 0.00
C -4.361 -2.606 4.793 0.00
C -3.745 -2.242 3.624 0.00
C -2.330 -2.007 3.374 0.00
C -1.883 -1.347 2.198 -0.01
N -0.624 -1.132 1.912 0.02
C 0.319 -1.547 2.783 0.00
C -0.015 -2.188 3.994 0.01
C 1.028 -2.577 4.893 0.00
C 2.324 -2.332 4.607 0.00
C 2.702 -1.677 3.393 0.00
C 4.028 -1.345 3.089 0.00
C 4.325 -0.675 1.919 0.01
C 3.238 -0.366 1.068 0.00
N 1.996 -0.654 1.340 0.01
C 1.697 -1.298 2.479 -0.01
C 5.662 -0.233 1.557 0.00
C 6.069 0.357 0.390 0.00
C 7.432 0.739 0.401 0.00
C 8.058 0.438 1.568 0.00
S 6.990 -0.320 2.681 0.00
C -1.361 -2.417 4.268 0.00
H -7.216 -2.499 3.037 0.00
H -6.417 -3.007 5.492 0.00
H -3.825 -2.759 5.719 0.00
H -2.604 -0.971 1.479 0.00
H 0.749 -3.071 5.816 0.00
H 3.107 -2.614 5.301 0.00
H 4.819 -1.606 3.784 0.00
H 3.402 0.156 0.132 0.00
H 5.421 0.494 -0.464 0.00
H 7.920 1.219 -0.433 0.00
H 9.084 0.613 1.847 0.00
H -1.635 -2.928 5.183 0.00
C 0.633 3.777 5.488 0.14
C 1.132 2.573 4.995 -0.07
C 0.909 2.208 3.681 0.14
C 0.146 3.017 2.821 -0.07
C -0.338 4.244 3.325 0.12
C -0.091 4.609 4.637 -0.07
N -0.017 2.616 1.513 0.23
N -0.991 3.236 0.913 0.36
C -1.226 3.004 -0.434 -0.04
C -1.952 4.039 -1.060 0.12
C -2.286 3.974 -2.398 -0.07
C -1.928 2.853 -3.136 0.13
C -1.235 1.816 -2.521 -0.07
C -0.877 1.850 -1.177 0.09
H 0.818 4.066 6.517 0.02
H 1.711 1.921 5.642 -0.01
H 1.309 1.294 3.283 0.00
H -0.892 4.890 2.658 0.03
H -0.471 5.555 5.012 0.00
H -2.209 4.903 -0.458 0.01
H -2.824 4.792 -2.866 0.00
H -2.199 2.783 -4.185 0.01
H -0.977 0.946 -3.118 0.00
O 1.254 -6.791 -1.592 0.00
C 1.999 -5.910 -2.073 0.00
O 2.993 -6.011 -2.813 0.00
C 1.606 -4.449 -1.677 0.00
C 0.527 -4.237 -0.822 0.00
C 0.186 -2.944 -0.472 0.00
N 0.842 -1.876 -0.926 0.00
C 1.897 -2.065 -1.724 0.00
C 2.305 -3.336 -2.123 0.00
C 2.671 -0.803 -2.158 0.00
O 3.730 -0.955 -2.782 0.00
O 2.125 0.273 -1.795 0.00
H -0.028 -5.091 -0.457 0.00
H -0.651 -2.744 0.192 0.00
H 3.165 -3.446 -2.766 0.00
Se -5.250 0.459 -0.915 0.00
N -5.565 -1.002 -1.880 0.01
C -4.382 -1.566 -2.082 0.00
C -4.144 -2.745 -2.822 0.00
C -2.847 -3.140 -2.972 0.00
C -1.794 -2.392 -2.392 0.00
N -1.960 -1.324 -1.653 0.00
C -3.236 -0.894 -1.491 0.00
N -3.514 0.205 -0.803 0.00
H -4.970 -3.292 -3.256 0.00
H -2.604 -4.028 -3.541 0.00
H -0.767 -2.703 -2.545 0.00